Computed, not measured: a 6-piece molecular cluster, C31H71BNO5 overall in a non-equilibrium geometry, with ωB97M-V/def2-TZVPD.

Last column: Mulliken charge in e.
Cartesian coordinates (Å):
B  0.95543  -2.59249  3.11081  0.6588
C  0.58101  -0.96663  2.97475  -0.2940
C  -0.84633  -0.77314  3.69789  -0.3309
C  -1.80143  0.33174  3.02996  -0.5185
C  -2.80354  -0.22511  1.90988  0.1105
C  -3.69296  -1.49390  2.35474  -0.7024
C  -3.76332  -2.49590  1.10170  -0.2622
C  -2.84949  -3.81412  1.24256  -0.5063
C  -2.12836  -4.26170  -0.13058  -0.9327
C  -0.77272  -3.45398  -0.43795  0.0216
C  -0.95458  -2.46633  -1.69160  -0.2925
C  0.02640  -1.19897  -1.69718  0.1642
C  1.57979  -1.58504  -1.98337  -0.6621
N  2.36917  -0.34579  -1.69171  0.3320
C  1.94928  0.98018  -2.12158  -0.1279
C  2.94806  2.04810  -1.63705  -0.6732
C  4.05635  1.24993  -0.85496  -0.5182
C  3.61818  -0.23658  -0.96002  -0.2242
H  1.94182  -2.89183  2.51326  -0.3790
H  -0.02459  -3.18977  2.72826  -0.4286
H  1.05553  -2.89709  4.27525  -0.2786
H  1.39077  -0.42705  3.60813  0.0909
H  0.60971  -0.60903  1.88012  -0.1943
H  -1.31148  -1.80734  3.82512  0.1329
H  -0.61590  -0.39716  4.77070  0.2383
H  -1.12997  1.13625  2.53958  -0.1099
H  -2.34496  0.87544  3.89592  0.3451
H  -2.27406  -0.41730  0.90235  -0.3301
H  -3.55172  0.63388  1.68985  0.3480
H  -4.77287  -1.10772  2.51877  0.3391
H  -3.38337  -1.97757  3.33941  0.4093
H  -3.50523  -2.00270  0.10388  -0.0661
H  -4.85826  -2.85800  1.00291  0.3842
H  -3.57000  -4.67989  1.50901  0.3207
H  -2.10395  -3.76230  2.11918  0.2025
H  -2.89374  -4.09463  -0.98437  0.2811
H  -1.91184  -5.39691  -0.15071  0.3756
H  -0.33888  -2.90076  0.47162  -0.1055
H  0.02110  -4.23707  -0.73349  0.3445
H  -0.74178  -3.07819  -2.65021  0.2949
H  -2.03611  -2.09748  -1.75661  -0.1668
H  -0.34145  -0.49599  -2.52652  -0.2925
H  -0.05033  -0.64252  -0.68528  0.1856
H  1.68769  -1.96840  -3.05188  0.1640
H  1.87409  -2.36058  -1.18685  0.4196
H  1.00903  1.18701  -2.73331  0.2400
H  2.89705  3.16814  -1.81272  0.3525
H  4.95895  1.71757  -0.33130  0.3593
H  4.24303  -1.07230  -0.49904  0.2959
C  4.87453  -2.99809  5.04583  -1.1643
C  4.40333  -1.73887  5.75541  0.5737
C  5.54302  -1.06347  6.50365  -1.3775
O  3.36746  -2.07340  6.67499  -0.5363
H  5.26206  -3.72994  5.76343  0.3582
H  4.04261  -3.47760  4.52282  0.2552
H  5.66038  -2.77136  4.31983  0.3170
H  3.97969  -1.04341  5.02592  0.2248
H  5.95341  -1.72733  7.27218  0.3417
H  5.18640  -0.16659  7.01799  0.3321
H  6.34920  -0.77862  5.82191  0.3408
H  3.73344  -2.68880  7.32401  0.3327
C  -2.92924  1.35899  -3.53125  -0.7552
C  -2.93583  0.14371  -4.44421  0.4478
C  -4.00520  0.25999  -5.51954  -1.3141
O  -3.16993  -1.02671  -3.66535  -0.4484
H  -3.88692  1.46553  -3.01405  0.0378
H  -2.16284  1.25357  -2.75859  0.1719
H  -2.73376  2.27499  -4.09495  0.3867
H  -1.95415  0.03169  -4.91401  0.2914
H  -5.00199  0.32775  -5.07272  0.1670
H  -4.00451  -0.62729  -6.15942  0.3716
H  -3.84257  1.14220  -6.14443  0.3803
H  -4.03564  -0.93990  -3.24394  0.3051
C  -0.50148  5.79653  -1.20712  -1.3591
C  -1.10770  4.45887  -0.81148  0.4330
C  -0.54567  3.96590  0.51285  -1.0637
O  -0.83751  3.49687  -1.82782  -0.3763
H  0.58287  5.71172  -1.33282  0.3050
H  -0.90581  6.13291  -2.16608  0.3226
H  -0.70651  6.56147  -0.45334  0.4038
H  -2.19461  4.55589  -0.73620  0.2916
H  0.53705  3.81762  0.44661  0.2910
H  -0.98125  2.99908  0.77884  0.1358
H  -0.75203  4.67599  1.31827  0.4134
H  0.12258  3.40355  -1.90209  0.1917
C  8.16021  -1.80250  -0.65727  -1.0192
C  8.69953  -0.39837  -0.43306  0.3561
C  8.49815  0.04834  1.00672  -1.1659
O  8.03575  0.50976  -1.30839  -0.5504
H  7.08458  -1.84394  -0.45819  0.1618
H  8.30110  -2.10608  -1.69816  0.3094
H  8.66275  -2.52668  -0.01052  0.3573
H  9.76442  -0.36957  -0.68134  0.2844
H  7.43409  0.07075  1.26331  0.2647
H  8.87977  1.06287  1.15078  0.3124
H  9.01080  -0.62046  1.70326  0.3692
H  7.09107  0.49168  -1.09633  0.3298
C  -7.51097  3.73335  -2.13929  -1.3024
C  -6.82728  3.50432  -3.47813  0.3633
C  -7.83793  3.44509  -4.61298  -1.2975
O  -6.09332  2.28299  -3.43285  -0.4423
H  -8.20158  2.91567  -1.90858  0.3389
H  -6.77421  3.76224  -1.33213  0.3272
H  -8.06971  4.67303  -2.13676  0.3911
H  -6.10982  4.30779  -3.66659  0.2407
H  -8.53987  2.61741  -4.46784  0.3402
H  -7.33383  3.26875  -5.56711  0.3193
H  -8.40647  4.37612  -4.68452  0.3841
H  -6.71931  1.56503  -3.26642  0.2848

Atoms 1-3, force components in eV/Å:
-0.6 0.9 0.0
0.1 -0.1 0.9
0.9 1.0 0.3

Total charge: -1
Total energy: -45697.456 eV